C19H29BN2O2Ti | ωB97M-V/def2-TZVPD

Each line ends with the Mulliken charge.
Geometry (Å):
C 0.872706 3.134414 1.077084  -0.784
C 1.904114 3.400342 -0.119452  -0.294
H -0.103340 3.631885 0.932995  0.370
H 1.294759 3.570931 1.996284  0.489
H 0.706965 2.059886 1.455709  0.283
H 1.640077 4.357773 -0.583840  0.437
H 2.928456 3.470283 0.277629  0.411
H 1.985556 2.718828 -1.039251  0.093
C -2.064640 1.287478 0.487667  -0.108
C -3.418395 1.136150 0.234750  -0.779
C -3.878225 1.069514 -1.080306  -0.613
C -2.951301 1.124276 -2.107841  -0.768
H -1.648679 1.346949 1.495605  0.450
H -4.102276 1.073033 1.074721  0.479
H -4.938290 0.965038 -1.301318  0.476
H -3.248251 1.052593 -3.152157  0.420
N -1.178107 1.375628 -0.525243  0.503
C -1.584819 1.275771 -1.830884  0.539
C -0.526625 1.222427 -2.839838  0.939
N 0.756255 1.417202 -2.386473  0.360
C 1.796262 1.400213 -3.260515  0.024
C 0.321538 0.812414 -5.072870  -0.443
C 1.613271 1.045421 -4.591463  -1.006
H 2.767058 1.680709 -2.850531  0.460
H 2.485982 0.955941 -5.231270  0.428
C -0.750129 0.930743 -4.195169  -0.881
H -1.777372 0.776599 -4.523110  0.355
H 0.147000 0.549849 -6.111009  0.478
Ti 0.878736 1.517567 -0.291227  -0.872
C 2.485807 0.139179 -0.181860  -1.266
H 3.100286 0.644869 -0.958123  0.541
H 2.383709 -0.901960 -0.534252  0.375
H 3.064914 0.189486 0.756007  0.480
C -0.062618 -1.659162 3.914613  -1.870
C 0.586766 -1.997779 2.574497  1.526
C 1.505276 -3.181620 2.837077  -1.785
O 1.370433 -0.872009 2.184438  -0.388
B 0.713353 -0.292908 1.074773  0.998
O -0.366453 -1.033550 0.600134  -0.366
C -0.443192 -2.213140 1.401172  1.409
C -0.101468 -3.379881 0.486106  -2.021
C -1.889802 -2.368399 1.827784  -1.801
H -0.741740 -0.800929 3.846124  0.274
H 0.724946 -1.397815 4.634976  0.498
H -0.608218 -2.522983 4.317087  0.426
H 2.268144 -2.892360 3.567493  0.474
H 0.937692 -4.022023 3.258353  0.381
H 2.022902 -3.530053 1.938305  0.337
H -0.201333 -4.336646 1.016746  0.437
H -0.799966 -3.394028 -0.363366  0.482
H 0.914806 -3.293544 0.082992  0.293
H -2.239132 -1.506406 2.410308  0.309
H -2.538597 -2.452996 0.942803  0.406
H -2.014799 -3.283201 2.427134  0.406

Forces on atoms 1 to 3 (eV/Å):
C 0.6 1.3 0.5
C 0.8 1.6 0.3
H 0.4 -0.4 -0.2

Properties
HOMO-LUMO gap	7.26	eV
net charge	+2
F_max	0.07433	Eh/bohr
HOMO energy	-15.00	eV
energy above the lowest of the compared OMol25 structures with the same formula, charge and spin	0.0	kcal per mole

C2H5OP | ωB97M-V/def2-TZVPD

Each line ends with the Mulliken charge.
Geometry (Å):
C 0.532237 -0.510527 0.576307  -0.521
C 0.621269 0.708449 -0.396346  -0.579
O -2.564955 -0.224866 -0.212641  -0.465
P -1.170279 0.550561 0.409313  0.201
H 0.460177 -1.526726 0.073989  0.232
H 0.974885 0.749261 -1.401019  0.345
H 1.118687 1.609290 0.103033  0.223
H -2.298403 -0.731801 -1.010256  0.313
H 1.056829 -0.523494 1.561310  0.251

Forces on atoms 1 to 3 (eV/Å):
C -1.5 0.2 -1.5
C -0.5 0.3 2.6
O 2.7 -0.2 -1.2

Properties
HOMO-LUMO gap	9.84	eV
structure (SMILES)	OP1CC1
net charge	0
F_max	0.05646	Eh/bohr
HOMO energy	-9.10	eV
energy above the lowest of the compared OMol25 structures with the same formula, charge and spin	30.6	kcal per mole

Repeat the first record exactly.
C19H29BN2O2Ti | ωB97M-V/def2-TZVPD

Each line ends with the Mulliken charge.
Geometry (Å):
C 0.872706 3.134414 1.077084  -0.784
C 1.904114 3.400342 -0.119452  -0.294
H -0.103340 3.631885 0.932995  0.370
H 1.294759 3.570931 1.996284  0.489
H 0.706965 2.059886 1.455709  0.283
H 1.640077 4.357773 -0.583840  0.437
H 2.928456 3.470283 0.277629  0.411
H 1.985556 2.718828 -1.039251  0.093
C -2.064640 1.287478 0.487667  -0.108
C -3.418395 1.136150 0.234750  -0.779
C -3.878225 1.069514 -1.080306  -0.613
C -2.951301 1.124276 -2.107841  -0.768
H -1.648679 1.346949 1.495605  0.450
H -4.102276 1.073033 1.074721  0.479
H -4.938290 0.965038 -1.301318  0.476
H -3.248251 1.052593 -3.152157  0.420
N -1.178107 1.375628 -0.525243  0.503
C -1.584819 1.275771 -1.830884  0.539
C -0.526625 1.222427 -2.839838  0.939
N 0.756255 1.417202 -2.386473  0.360
C 1.796262 1.400213 -3.260515  0.024
C 0.321538 0.812414 -5.072870  -0.443
C 1.613271 1.045421 -4.591463  -1.006
H 2.767058 1.680709 -2.850531  0.460
H 2.485982 0.955941 -5.231270  0.428
C -0.750129 0.930743 -4.195169  -0.881
H -1.777372 0.776599 -4.523110  0.355
H 0.147000 0.549849 -6.111009  0.478
Ti 0.878736 1.517567 -0.291227  -0.872
C 2.485807 0.139179 -0.181860  -1.266
H 3.100286 0.644869 -0.958123  0.541
H 2.383709 -0.901960 -0.534252  0.375
H 3.064914 0.189486 0.756007  0.480
C -0.062618 -1.659162 3.914613  -1.870
C 0.586766 -1.997779 2.574497  1.526
C 1.505276 -3.181620 2.837077  -1.785
O 1.370433 -0.872009 2.184438  -0.388
B 0.713353 -0.292908 1.074773  0.998
O -0.366453 -1.033550 0.600134  -0.366
C -0.443192 -2.213140 1.401172  1.409
C -0.101468 -3.379881 0.486106  -2.021
C -1.889802 -2.368399 1.827784  -1.801
H -0.741740 -0.800929 3.846124  0.274
H 0.724946 -1.397815 4.634976  0.498
H -0.608218 -2.522983 4.317087  0.426
H 2.268144 -2.892360 3.567493  0.474
H 0.937692 -4.022023 3.258353  0.381
H 2.022902 -3.530053 1.938305  0.337
H -0.201333 -4.336646 1.016746  0.437
H -0.799966 -3.394028 -0.363366  0.482
H 0.914806 -3.293544 0.082992  0.293
H -2.239132 -1.506406 2.410308  0.309
H -2.538597 -2.452996 0.942803  0.406
H -2.014799 -3.283201 2.427134  0.406

Forces on atoms 1 to 3 (eV/Å):
C 0.6 1.3 0.5
C 0.8 1.6 0.3
H 0.4 -0.4 -0.2

Properties
HOMO-LUMO gap	7.26	eV
net charge	+2
F_max	0.07433	Eh/bohr
HOMO energy	-15.00	eV
energy above the lowest of the compared OMol25 structures with the same formula, charge and spin	0.0	kcal per mole

> Which of these has the highest energy above the lowest of the compared OMol25 structures with the same formula, charge and spin?

C2H5OP

> What is the HOMO-LUMO gap in the second record?

9.84 eV